This record from the Open Molecules 2025 dataset describes a cluster of 10 separate species, C38H98O24P2 in total. The level of theory is ωB97M-V with the def2-TZVPD basis set.

The geometry in XYZ format:
```
162
Properties=species:S:1:pos:R:3
C 1.71 2.58 -6.33
O 1.39 1.43 -5.54
P 2.26 1.06 -4.18
O 2.85 2.21 -3.40
O 1.17 0.23 -3.27
C 1.63 -0.72 -2.32
O 3.28 -0.08 -4.63
C 2.81 -1.17 -5.37
H 0.78 3.08 -6.60
H 2.23 2.51 -7.29
H 2.30 3.29 -5.76
H 0.81 -1.23 -1.82
H 2.43 -0.44 -1.63
H 2.08 -1.54 -2.88
H 3.54 -1.97 -5.30
H 2.70 -0.92 -6.42
H 1.81 -1.51 -5.10
C -0.92 -5.41 5.81
O -1.81 -4.75 4.90
P -1.65 -3.19 4.51
O -2.80 -2.63 3.78
O -0.18 -3.05 3.82
C 0.30 -1.78 3.38
O -1.46 -2.47 5.97
C -2.52 -2.32 6.86
H -0.32 -4.65 6.31
H -0.16 -6.05 5.37
H -1.36 -5.92 6.67
H 1.26 -1.62 3.89
H -0.40 -0.95 3.32
H 0.52 -1.99 2.33
H -3.53 -2.47 6.45
H -2.46 -1.34 7.33
H -2.43 -3.01 7.70
C -2.68 0.25 -6.97
O -2.30 -0.93 -6.33
C -1.48 -0.76 -5.20
C -1.02 -2.11 -4.63
O -0.30 -2.97 -5.52
C -1.11 -4.00 -6.19
H -3.13 0.88 -6.21
H -3.41 -0.05 -7.73
H -1.80 0.69 -7.44
H -1.96 -0.19 -4.41
H -0.63 -0.16 -5.53
H -1.74 -2.61 -3.98
H -0.22 -1.88 -3.93
H -0.53 -4.91 -6.31
H -1.46 -3.64 -7.16
H -1.92 -4.19 -5.48
C -5.09 1.84 -1.35
O -3.95 2.47 -1.83
C -3.73 2.22 -3.23
C -2.51 2.93 -3.71
O -1.33 2.70 -2.93
C -0.22 3.47 -3.21
H -5.99 2.39 -1.64
H -5.06 1.86 -0.26
H -5.14 0.80 -1.67
H -4.62 2.49 -3.81
H -3.51 1.17 -3.41
H -2.71 4.00 -3.80
H -2.39 2.68 -4.77
H -0.05 3.32 -4.27
H 0.65 3.04 -2.72
H -0.39 4.52 -2.97
C -3.06 2.30 2.75
O -4.13 1.43 3.07
C -4.05 0.16 2.39
C -5.22 -0.74 2.66
O -6.46 -0.17 2.19
C -7.55 -1.07 1.96
H -3.11 2.72 1.74
H -2.04 1.95 2.94
H -3.16 3.26 3.26
H -3.13 -0.38 2.60
H -4.08 0.45 1.34
H -5.33 -1.00 3.71
H -5.05 -1.66 2.10
H -8.05 -1.35 2.88
H -7.23 -2.00 1.50
H -8.26 -0.57 1.31
C 4.75 3.35 1.85
O 4.98 1.99 1.52
C 4.17 1.05 2.24
C 4.40 -0.35 1.67
O 5.72 -0.80 2.00
C 6.02 -2.13 1.58
H 3.70 3.58 1.69
H 5.31 3.95 1.14
H 5.00 3.55 2.89
H 3.12 1.32 2.22
H 4.44 1.11 3.30
H 4.30 -0.32 0.59
H 3.71 -1.09 2.07
H 5.36 -2.87 2.05
H 7.02 -2.41 1.92
H 5.95 -2.29 0.51
C -0.04 -6.14 -3.06
O 0.19 -6.16 -1.62
C -0.59 -7.22 -0.95
C -0.49 -7.27 0.58
O 0.65 -7.84 1.07
C 1.68 -6.92 0.92
H -1.01 -5.73 -3.36
H 0.05 -7.14 -3.49
H 0.75 -5.50 -3.45
H -0.33 -8.22 -1.31
H -1.62 -7.07 -1.26
H -1.34 -7.88 0.90
H -0.71 -6.29 0.99
H 1.92 -6.91 -0.14
H 2.58 -7.35 1.37
H 1.59 -5.93 1.37
C -1.11 -3.00 -0.40
O -1.77 -2.20 -1.38
C -2.52 -1.08 -0.84
C -1.68 0.14 -0.53
O -0.80 -0.06 0.63
C 0.04 1.12 0.84
H -0.33 -2.39 0.06
H -0.67 -3.83 -0.95
H -1.65 -3.33 0.48
H -3.11 -1.33 0.04
H -3.22 -0.77 -1.62
H -2.40 0.94 -0.34
H -1.16 0.26 -1.49
H 0.72 1.00 1.68
H -0.57 2.02 0.92
H 0.74 1.30 0.03
C 4.11 6.78 2.31
O 5.20 6.77 1.37
C 4.81 6.94 -0.01
C 4.25 5.66 -0.73
O 2.98 5.23 -0.23
C 2.47 4.07 -0.93
H 3.53 7.70 2.42
H 4.64 6.67 3.26
H 3.50 5.88 2.19
H 5.69 7.31 -0.54
H 4.06 7.71 -0.17
H 4.93 4.81 -0.72
H 4.18 5.97 -1.78
H 3.12 3.20 -0.86
H 2.42 4.37 -1.97
H 1.49 3.86 -0.49
C 2.57 2.09 5.59
O 1.41 1.31 5.22
C 0.17 1.95 5.35
C 0.01 3.31 4.58
O 0.31 3.14 3.21
C 0.18 4.37 2.51
H 2.53 2.41 6.63
H 2.66 3.00 5.00
H 3.41 1.42 5.42
H -0.06 2.13 6.41
H -0.65 1.39 4.91
H 0.66 4.07 5.01
H -1.03 3.62 4.75
H -0.85 4.70 2.56
H 0.55 4.29 1.48
H 0.79 5.16 2.94
```

Calculated values
DFT total energy in eV: -108705.1786
Molar mass in g/mol: 1001.13
LUMO level in Eh: 0.0199
SMILES string: COP(=O)(OC)OC.COP(=O)(OC)OC.COCCOC.COCCOC.COCCOC.COCCOC.COCCOC.COCCOC.COCCOC.COCCOC
Orbital gap in eV: 9.87

These are the Mulliken partial charges, in e, on atoms 1 to 99: atom 1 (C): -0.905, atom 2 (O): -0.198, atom 3 (P): 0.321, atom 4 (O): -0.624, atom 5 (O): 0.676, atom 6 (C): -1.028, atom 7 (O): -0.299, atom 8 (C): -0.294, atom 9 (H): 0.285, atom 10 (H): 0.269, atom 11 (H): 0.328, atom 12 (H): 0.228, atom 13 (H): 0.273, atom 14 (H): 0.387, atom 15 (H): 0.273, atom 16 (H): 0.220, atom 17 (H): -0.070, atom 18 (C): -0.804, atom 19 (O): -0.375, atom 20 (P): 1.024, atom 21 (O): -0.515, atom 22 (O): -0.390, atom 23 (C): -0.216, atom 24 (O): -0.244, atom 25 (C): -0.831, atom 26 (H): 0.306, atom 27 (H): 0.287, atom 28 (H): 0.299, atom 29 (H): 0.372, atom 30 (H): 0.063, atom 31 (H): 0.017, atom 32 (H): 0.324, atom 33 (H): 0.280, atom 34 (H): 0.281, atom 35 (C): -0.496, atom 36 (O): -0.510, atom 37 (C): 1.408, atom 38 (C): -0.447, atom 39 (O): -0.420, atom 40 (C): -0.781, atom 41 (H): 0.071, atom 42 (H): 0.278, atom 43 (H): 0.260, atom 44 (H): -0.538, atom 45 (H): -0.223, atom 46 (H): 0.768, atom 47 (H): -0.286, atom 48 (H): 0.265, atom 49 (H): 0.232, atom 50 (H): 0.334, atom 51 (C): -0.755, atom 52 (O): -0.288, atom 53 (C): -0.211, atom 54 (C): -0.806, atom 55 (O): 0.170, atom 56 (C): 0.021, atom 57 (H): 0.375, atom 58 (H): 0.101, atom 59 (H): 0.368, atom 60 (H): 0.488, atom 61 (H): -0.008, atom 62 (H): 0.526, atom 63 (H): 0.307, atom 64 (H): 0.172, atom 65 (H): -0.639, atom 66 (H): 0.357, atom 67 (C): -0.380, atom 68 (O): -0.588, atom 69 (C): 1.610, atom 70 (C): -0.898, atom 71 (O): -0.339, atom 72 (C): -0.794, atom 73 (H): 0.190, atom 74 (H): -0.028, atom 75 (H): 0.440, atom 76 (H): -0.134, atom 77 (H): -0.654, atom 78 (H): 0.486, atom 79 (H): 0.303, atom 80 (H): 0.281, atom 81 (H): 0.323, atom 82 (H): 0.247, atom 83 (C): -0.389, atom 84 (O): -0.430, atom 85 (C): 0.546, atom 86 (C): -0.438, atom 87 (O): -0.380, atom 88 (C): -0.765, atom 89 (H): -0.084, atom 90 (H): 0.264, atom 91 (H): 0.392, atom 92 (H): -0.272, atom 93 (H): 0.162, atom 94 (H): 0.261, atom 95 (H): 0.299, atom 96 (H): 0.292, atom 97 (H): 0.276, atom 98 (H): 0.289, atom 99 (C): -0.832


This record from the Open Molecules 2025 dataset describes a structure of composition C39H100BrIN4O10P2Si6. The level of theory is ωB97M-V with the def2-TZVPD basis set.

The geometry in XYZ format:
```
163
Properties=species:S:1:pos:R:3
C 0.82 -8.48 0.53
C 0.83 -8.29 -0.75
C 0.83 -6.93 -1.46
C 1.91 -6.11 -0.74
C 3.39 -6.45 -1.08
N 4.01 -5.50 -1.98
N 4.18 -6.33 0.20
N 3.63 -7.78 -1.59
O 1.08 -7.25 -2.81
C 0.75 -6.30 -3.81
C 1.51 -4.98 -3.84
C 0.96 -4.17 -5.05
C 1.13 -2.67 -4.80
C 2.62 -2.26 -4.73
C 3.01 -1.25 -5.82
C 4.49 -1.40 -6.17
C 5.45 -1.11 -5.02
C 5.63 0.42 -4.82
C 7.05 0.90 -5.24
C 7.67 1.79 -4.15
C 7.30 3.27 -4.33
C 7.74 4.10 -3.11
O 8.92 4.83 -3.42
C 8.85 6.17 -2.98
C -0.62 -6.37 -1.21
O -0.52 -5.66 0.00
O -1.61 -7.38 -0.95
C -2.61 -7.58 -1.87
I -3.89 -5.84 -2.18
P -2.04 -8.26 -3.57
O -3.45 -8.58 -4.37
Br -1.18 -10.30 -3.26
P -3.73 -8.81 -0.99
N -2.96 -10.07 -0.49
O -4.93 -9.16 -1.95
O -4.40 -7.97 0.22
H 1.03 -7.73 1.27
H 0.54 -9.45 0.91
H 0.87 -9.17 -1.37
H 1.82 -6.16 0.32
H 1.76 -5.06 -0.97
H 5.01 -5.60 -1.86
H 3.71 -4.56 -1.78
H 3.95 -5.44 0.63
H 3.95 -7.09 0.83
H 3.70 -8.45 -0.84
H 4.43 -7.81 -2.20
H 0.96 -6.78 -4.76
H -0.31 -6.05 -3.87
H 1.36 -4.34 -2.97
H 2.55 -5.17 -4.07
H 1.59 -4.40 -5.91
H -0.09 -4.39 -5.22
H 0.60 -2.35 -3.90
H 0.70 -2.16 -5.66
H 2.91 -1.91 -3.75
H 3.19 -3.16 -4.96
H 2.75 -0.24 -5.51
H 2.45 -1.52 -6.71
H 4.64 -2.44 -6.48
H 4.77 -0.79 -7.03
H 6.39 -1.61 -5.24
H 5.09 -1.52 -4.08
H 4.86 0.93 -5.39
H 5.45 0.64 -3.77
H 6.94 1.47 -6.15
H 7.70 0.04 -5.35
H 8.75 1.71 -4.24
H 7.41 1.47 -3.14
H 7.85 3.65 -5.18
H 6.23 3.36 -4.50
H 7.95 3.41 -2.29
H 6.94 4.75 -2.78
H 7.98 6.67 -3.42
H 8.80 6.23 -1.89
H 9.74 6.67 -3.35
H -0.92 -5.63 -1.94
H -1.40 -5.33 0.24
H -3.47 -9.53 -4.55
H -3.06 -10.10 0.52
H -4.71 -9.92 -2.51
H -3.76 -8.03 0.94
O -9.69 -5.86 2.24
Si -10.82 -5.91 3.43
C -9.99 -6.11 5.10
C -11.98 -7.35 3.17
C -11.82 -4.34 3.46
Si -8.48 -6.81 1.61
C -7.64 -5.95 0.19
C -9.19 -8.43 0.98
C -7.20 -7.18 2.92
H -9.49 -7.08 5.18
H -10.73 -6.05 5.90
H -9.24 -5.34 5.26
H -12.42 -7.32 2.17
H -12.79 -7.33 3.90
H -11.46 -8.31 3.27
H -12.34 -4.19 2.51
H -11.18 -3.47 3.64
H -12.57 -4.38 4.25
H -8.34 -5.73 -0.62
H -6.84 -6.58 -0.21
H -7.18 -5.01 0.51
H -9.59 -9.02 1.81
H -8.41 -9.01 0.49
H -10.00 -8.24 0.27
H -7.63 -7.79 3.72
H -6.82 -6.26 3.36
H -6.36 -7.73 2.49
O 3.96 7.41 0.72
Si 4.41 6.17 -0.27
C 4.62 6.79 -2.03
C 3.11 4.82 -0.27
C 6.02 5.42 0.29
Si 2.73 8.50 0.87
C 3.01 9.61 2.35
C 1.10 7.61 1.10
C 2.62 9.57 -0.66
H 3.66 7.12 -2.45
H 5.01 6.00 -2.67
H 5.31 7.63 -2.06
H 2.90 4.49 0.75
H 3.45 3.96 -0.84
H 2.17 5.18 -0.71
H 5.94 5.03 1.30
H 6.83 6.17 0.28
H 6.31 4.61 -0.37
H 3.05 9.03 3.27
H 2.19 10.33 2.43
H 3.94 10.17 2.25
H 0.83 7.04 0.21
H 0.30 8.33 1.30
H 1.15 6.92 1.94
H 2.34 8.98 -1.53
H 3.58 10.05 -0.87
H 1.87 10.35 -0.52
O -1.01 10.05 6.68
Si -2.33 9.18 7.16
C -2.82 7.95 5.84
C -3.78 10.33 7.49
C -1.96 8.24 8.73
Si -0.57 11.07 5.46
C 1.20 11.63 5.67
C -1.67 12.58 5.45
C -0.72 10.21 3.81
H -3.17 8.47 4.94
H -3.63 7.31 6.19
H -1.98 7.32 5.56
H -3.50 11.11 8.20
H -4.62 9.77 7.90
H -4.11 10.80 6.57
H -1.69 8.92 9.54
H -1.14 7.54 8.58
H -2.84 7.67 9.04
H 1.33 12.16 6.62
H 1.48 12.30 4.86
H 1.88 10.78 5.66
H -2.70 12.32 5.21
H -1.32 13.30 4.71
H -1.67 13.07 6.43
H -1.76 9.97 3.58
H -0.15 9.28 3.80
H -0.34 10.85 3.01
```

Calculated values
DFT total energy in eV: -212500.2297
Molar mass in g/mol: 1222.52
LUMO level in Eh: -0.0117
Orbital gap in eV: 8.41

These are the Mulliken partial charges, in e, on atoms 1 to 99: atom 1 (C): -1.234, atom 2 (C): -0.998, atom 3 (C): 1.860, atom 4 (C): -2.242, atom 5 (C): 0.539, atom 6 (N): -0.523, atom 7 (N): -0.776, atom 8 (N): -0.400, atom 9 (O): -0.406, atom 10 (C): -1.055, atom 11 (C): 0.539, atom 12 (C): -1.034, atom 13 (C): -1.205, atom 14 (C): -0.467, atom 15 (C): -0.589, atom 16 (C): -1.269, atom 17 (C): -0.534, atom 18 (C): -0.772, atom 19 (C): -0.783, atom 20 (C): -0.880, atom 21 (C): -0.661, atom 22 (C): 0.456, atom 23 (O): -0.413, atom 24 (C): -0.654, atom 25 (C): -0.745, atom 26 (O): -0.578, atom 27 (O): 0.142, atom 28 (C): -0.243, atom 29 (I): 0.129, atom 30 (P): 0.159, atom 31 (O): -0.423, atom 32 (Br): -0.195, atom 33 (P): 0.662, atom 34 (N): -0.743, atom 35 (O): -0.466, atom 36 (O): -0.308, atom 37 (H): 0.306, atom 38 (H): 0.317, atom 39 (H): 0.395, atom 40 (H): 0.693, atom 41 (H): 0.666, atom 42 (H): 0.337, atom 43 (H): 0.234, atom 44 (H): 0.242, atom 45 (H): 0.294, atom 46 (H): 0.282, atom 47 (H): 0.231, atom 48 (H): 0.385, atom 49 (H): 0.217, atom 50 (H): 0.061, atom 51 (H): 0.292, atom 52 (H): 0.433, atom 53 (H): 0.485, atom 54 (H): 0.496, atom 55 (H): 0.533, atom 56 (H): 0.328, atom 57 (H): 0.275, atom 58 (H): 0.294, atom 59 (H): 0.474, atom 60 (H): 0.466, atom 61 (H): 0.470, atom 62 (H): 0.504, atom 63 (H): 0.168, atom 64 (H): 0.357, atom 65 (H): 0.380, atom 66 (H): 0.324, atom 67 (H): 0.483, atom 68 (H): 0.300, atom 69 (H): 0.528, atom 70 (H): 0.278, atom 71 (H): 0.355, atom 72 (H): 0.352, atom 73 (H): -0.521, atom 74 (H): 0.292, atom 75 (H): 0.259, atom 76 (H): 0.282, atom 77 (H): 0.842, atom 78 (H): 0.446, atom 79 (H): 0.396, atom 80 (H): 0.191, atom 81 (H): 0.400, atom 82 (H): 0.289, atom 83 (O): -0.496, atom 84 (Si): 0.451, atom 85 (C): -1.011, atom 86 (C): -1.009, atom 87 (C): -1.039, atom 88 (Si): 0.411, atom 89 (C): -0.693, atom 90 (C): -0.985, atom 91 (C): -0.867, atom 92 (H): 0.295, atom 93 (H): 0.383, atom 94 (H): 0.279, atom 95 (H): 0.279, atom 96 (H): 0.382, atom 97 (H): 0.292, atom 98 (H): 0.285, atom 99 (H): 0.284


- The highest orbital gap belongs to which entry?
  C38H98O24P2


- Which of these has the lowest molar mass?
  C38H98O24P2


- Among the records above, which one has the highest LUMO level?
  C38H98O24P2


- What is the DFT total energy in the second record?
  -212500.2297 eV